# 1
Molecular formula: C57H141F6N7O10P
Method: DFT, ωB97M-V/def2-TZVPD

Summary:
- charge = +5
- molecular weight (g/mol) = 1229.76
- lowest unoccupied orbital energy (eV) = -8.73
- relative energy (zero: lowest compared OMol25 entry of this formula, charge and spin) (kJ/mol) = 777.7
- Kohn-Sham gap (eV) = 9.17
- E_HOMO (Eh) = -0.6577

Last column: Mulliken charge in e.
Geometry (Å):
H1 -7.3923 -6.5710 -2.2478  0.43
H2 8.5254 -3.3897 1.8810  0.35
H3 -1.6938 -2.5840 -2.0543  -0.31
N1 2.5009 -2.7420 -3.7868  0.36
H4 2.2450 -1.6848 1.3427  0.21
H5 -3.6449 -5.9977 -0.2712  -0.18
H6 0.4924 1.3217 3.4255  0.16
H7 -2.3161 1.5593 -3.5795  0.22
H8 -5.4433 -4.6361 0.3072  -0.26
H9 6.5813 0.9066 3.8119  0.39
H10 -6.6407 -0.2942 -1.1914  0.49
H11 7.7644 -1.2549 3.2428  0.51
H12 6.3456 -1.1630 2.2770  0.47
H13 -0.8424 5.0452 -0.4320  0.73
C1 1.2044 8.2891 -0.4689  -0.77
C2 6.6773 -1.3031 3.3058  -0.40
H14 3.7691 2.5311 1.5313  0.00
C3 -1.2961 -1.1363 5.6857  -0.51
H15 -3.5419 3.8447 1.3069  0.50
H16 4.1789 -3.3375 2.3319  0.44
H17 -6.5394 0.9585 0.7300  0.39
H18 1.2676 3.4244 2.0647  -0.13
H19 -4.4985 -0.8773 -2.2723  -0.35
C4 -6.3490 -6.8721 -2.3432  -0.43
C5 -6.1563 1.8948 0.3239  0.19
H20 -2.5693 3.9376 -0.1698  0.35
H21 0.5046 7.7466 1.9678  0.44
H22 -1.0202 6.1684 2.8425  0.43
H23 5.5824 3.2262 -2.4963  0.40
H24 -0.1518 -2.3350 7.1491  0.36
C6 5.1148 6.7104 -0.9225  -1.38
H25 3.8450 -2.0162 0.6300  0.51
H26 -1.2731 -3.6604 -0.7836  0.37
F1 1.3345 1.3272 -4.1751  -0.56
H27 5.3487 2.0823 2.2512  -0.22
H28 6.1355 -3.7510 2.1805  0.13
H29 3.0991 7.6654 -3.3556  0.29
H30 6.8084 3.2603 0.5020  0.57
H31 -6.5677 3.0618 2.1053  0.46
H32 -1.8553 -4.0436 -6.1631  0.40
H33 -2.8142 -5.1027 1.6744  0.45
H34 7.2236 -0.1542 5.0054  0.39
H35 -4.5561 -5.1018 -3.4482  0.62
C7 3.0304 -1.4670 -3.0434  -0.99
H36 4.1188 -1.4171 -3.0136  0.58
H37 0.4730 1.2758 -1.3280  -0.95
H38 2.1245 2.1697 -1.5068  -0.38
C8 0.9261 -2.6982 -3.4500  0.41
H39 1.5360 1.4572 4.7296  0.63
H40 1.6198 -4.7442 -1.6545  0.24
H41 -0.9947 -3.5467 4.6093  0.40
H42 -2.0971 0.1643 -2.5699  0.26
H43 -0.9781 2.6815 2.0442  -0.58
H44 -3.1205 -1.6067 2.0117  0.38
H45 3.9417 8.7548 -2.3057  0.36
C9 0.8885 4.5080 3.9371  -1.53
C10 5.7524 3.0205 0.3775  -0.69
C11 -1.4423 3.6389 1.8073  0.15
H46 0.5725 -0.6981 6.9057  0.21
O1 0.3294 7.2882 -0.0143  -0.21
H47 -6.1504 -8.5030 -3.7683  0.42
O2 -2.1700 -3.3671 2.5996  -0.19
H48 -6.2417 3.8741 -1.4363  0.44
H49 -4.4052 -7.4674 -0.7398  0.44
H50 3.3200 4.4938 -1.7304  0.71
O3 -1.1795 -3.1576 -4.3931  -0.16
H51 6.0221 7.0277 -1.4366  0.55
H52 -7.9313 -4.7566 -1.4605  0.26
H53 5.6268 2.1255 -0.2318  0.45
C12 -4.0893 -6.5001 -1.1304  -0.59
H54 -4.7840 -2.8950 -1.2722  0.38
H55 4.9743 7.6864 -3.3070  0.36
H56 2.5131 -0.5965 -3.4468  0.16
H57 -3.6163 -3.7231 1.0518  -0.15
H58 -4.8273 2.8486 -1.7234  0.11
H59 0.7283 9.2287 -0.7491  0.33
O4 0.1725 0.3770 -1.4812  1.16
H60 2.6268 -3.4818 -1.0415  0.04
C13 -4.2682 -3.4917 -2.0245  0.11
H61 0.6743 -1.6467 -3.5880  0.07
H62 8.7561 -4.1534 3.4944  0.37
H63 -8.2957 3.0129 -1.4623  0.44
H64 -0.0349 1.2313 5.1770  0.29
H65 -6.2689 4.0860 0.7059  0.33
C14 -2.5461 -2.0141 2.8437  -0.75
H66 0.4438 -4.0213 -5.2343  0.56
H67 -6.4556 0.3562 -2.7729  0.39
H68 0.8964 4.9234 -0.2396  0.36
F2 -0.1163 3.1623 -3.7197  -0.34
H69 3.9064 -2.5688 -5.5059  0.53
C15 -0.1053 -2.9322 4.4701  -1.19
C16 3.2047 2.3118 -1.5365  -0.20
H70 3.5397 1.4875 -0.9069  -0.01
H71 -7.7659 3.2857 0.8636  0.33
O5 0.6576 0.9467 0.6580  0.06
H72 -3.0545 -3.4233 -5.2431  0.32
H73 1.3614 -0.9544 3.4287  -0.19
C17 4.0214 7.7796 -2.7860  -1.00
C18 6.4469 -0.0851 4.2437  -1.45
H74 -9.2952 1.7125 0.3470  0.35
C19 -1.2588 -1.0762 3.0386  -0.36
H75 6.2518 -4.8294 3.5145  0.52
C20 -6.1431 -5.1555 -0.3475  0.09
N2 -0.3486 4.6987 1.4699  1.02
H76 6.8166 -2.1360 6.1945  0.36
H77 -2.8165 2.4046 0.5644  -0.03
H78 3.2584 -4.9945 -1.1435  0.52
C21 4.8370 -2.8251 4.4555  -1.28
N3 -5.3957 -5.8149 -1.5949  0.15
C22 5.1931 5.4395 0.0212  -0.45
H79 -0.5455 -1.4296 2.2941  0.04
O6 4.0573 6.6624 -1.8795  -0.05
H80 -3.2003 -1.9498 3.7131  0.53
C23 -2.0997 -3.0584 -1.1609  -0.23
H81 2.0851 8.4268 0.1583  0.39
H82 -1.4480 -0.0042 2.9839  0.21
H83 -1.9397 4.1490 2.6322  0.73
H84 -3.8891 -4.2755 2.7753  0.43
C24 3.3094 -1.4563 1.3967  -1.11
O7 0.2842 -1.2021 0.0301  -0.91
H85 6.8440 4.1787 -1.6396  0.45
C25 8.0705 -4.0003 2.6610  -1.46
H86 -2.3158 -4.8987 -4.7139  0.39
H87 0.3223 -3.2554 3.5210  0.30
H88 2.3194 -1.7142 -7.2889  0.44
H89 -8.1385 1.6112 -2.4951  0.52
H90 6.1575 5.4928 0.5265  0.56
H91 -7.0139 -3.2497 -0.8509  -0.06
C26 0.8586 -0.6053 4.3306  0.22
C27 4.8251 2.7897 1.6082  -0.14
C28 3.9364 -2.7738 3.2327  -0.16
H92 3.6943 2.1030 -2.4877  0.52
H93 0.7455 -2.8012 -2.3800  0.14
H94 2.9923 -3.1444 3.6320  -0.02
H95 3.3097 -0.4319 1.0244  -0.10
C29 -5.7034 -7.5170 -3.6422  -1.10
H96 -4.6323 -7.5439 -3.4417  0.30
C30 -7.3405 -4.2757 -0.6809  -0.83
H97 5.0176 7.5934 -0.2909  0.56
H98 -4.1065 -2.7862 -2.8395  0.60
H99 -0.7812 -0.7027 7.7240  0.45
C31 -2.5651 1.1483 -2.6011  -0.27
O8 -3.9902 0.9469 -2.7906  -0.52
C32 -2.0878 -3.9079 -5.1069  -1.08
H100 0.0051 3.3658 -0.2123  0.44
F3 -0.7335 1.4844 -4.9958  -0.35
F4 1.3105 1.7984 -6.4011  -0.41
C33 0.9667 4.4458 2.2978  -0.20
H101 4.5360 -2.0410 5.1502  0.44
H102 -2.1582 -1.7939 5.7970  0.42
C34 -0.3440 -1.2880 6.9150  -1.16
F5 1.8642 3.4745 -4.9142  -0.42
N4 6.3375 -2.6349 4.0590  0.28
C35 0.3915 0.0074 -0.1956  -0.33
C36 0.6617 0.8892 4.4116  -1.65
H103 1.0761 -1.4093 -6.0851  0.16
H104 2.9783 3.9839 -0.1146  -0.37
H105 1.7042 7.9331 -1.3697  0.07
H106 0.1046 -4.7189 -3.7324  0.43
C37 3.5842 3.7411 -0.9876  0.00
C38 -6.0614 0.4335 -1.7596  -1.47
H107 -6.2881 2.8685 -2.8627  0.46
C39 7.1325 -2.8293 5.4150  -1.08
C40 -3.1748 -4.1167 1.9674  -0.70
C41 -0.2445 7.4304 1.2419  -1.01
C42 5.8206 4.1746 -2.0146  -0.86
H108 -4.1286 0.0551 -0.7968  0.06
H109 -1.6209 -0.0997 5.5958  0.49
C43 0.0948 -3.7529 -4.2372  -1.20
H110 -5.9321 -6.9932 -4.5704  0.32
O9 -3.1202 -3.9520 -1.3646  0.05
H111 1.7481 5.0320 1.8144  0.74
N5 -6.5073 1.7702 -1.1733  0.36
H112 -2.1714 1.8530 -1.8687  -0.08
C44 -6.6984 3.1366 1.0258  -1.52
H113 8.1467 -2.5757 5.1066  0.47
H114 3.0467 -4.8462 -3.7674  0.36
H115 -6.2629 -7.6790 -1.6155  0.39
H116 -2.4094 -2.2392 -0.5120  0.07
C45 -2.6565 3.4558 0.8040  -1.07
H117 4.4352 5.5649 0.7944  0.28
H118 -0.9390 8.2705 1.2423  0.45
F6 -0.2161 3.5836 -5.8851  -0.37
H119 8.1336 -4.9042 2.0552  0.47
H120 -8.6288 0.2738 -0.3523  0.27
C46 -8.0579 1.9492 -1.4619  -0.37
H121 -0.0415 4.1375 4.3682  0.36
C47 -9.0501 1.2462 -0.6073  -1.17
H122 2.5735 -0.5726 -5.8790  0.28
H123 4.9094 3.7789 2.0582  0.40
H124 0.9343 5.5816 4.1201  0.47
H125 5.5395 5.0116 -2.6537  0.19
N6 5.0847 4.0466 -0.6672  0.22
H126 -9.8786 1.0028 -1.2724  0.40
H127 -8.0511 -4.2760 0.1456  0.48
C48 2.6245 -4.3281 -1.7285  -0.88
C49 -0.8915 6.1292 1.7608  -0.69
C50 -0.0484 4.4342 -0.0028  -1.69
O10 4.0574 -1.5552 2.5974  0.49
P1 0.5519 2.4592 -5.0213  1.44
H128 -5.0917 1.6840 0.4250  0.12
H129 2.5109 -3.6361 -5.6415  0.52
C51 2.1512 -1.5139 -6.2308  -1.10
H130 -1.9156 6.2354 1.4027  0.53
C52 -4.5105 0.1126 -1.8161  1.02
C53 3.1772 -3.9909 -3.1043  -0.46
H131 -6.0434 -4.3979 -3.0239  0.38
H132 6.9789 -3.8738 5.6862  0.42
H133 -3.3240 -6.4831 -1.9064  0.45
H134 4.2236 -3.6904 -3.0517  0.52
H135 5.4558 0.0550 4.6751  0.30
H136 2.6840 -1.3009 -2.0233  0.20
H137 1.6658 4.1339 4.6033  0.38
H138 0.6068 -3.1676 5.2611  0.48
H139 4.7649 -3.7214 5.0716  0.60
C54 -5.9085 2.9190 -1.8422  -0.90
C55 -5.0810 -4.6749 -2.5935  -1.84
N7 -0.4998 -1.3860 4.3520  0.74
C56 6.6273 -3.8750 3.1453  -0.25
H140 -6.6583 -5.9074 0.2502  0.61
C57 2.8314 -2.6390 -5.3397  -0.52
H141 1.5331 -0.8604 5.1480  0.49



# 2
Molecular formula: C57H143N7O8
Method: DFT, ωB97M-V/def2-TZVPD

Summary:
- charge = +6
- molecular weight (g/mol) = 1054.81
- lowest unoccupied orbital energy (eV) = -10.66
- Kohn-Sham gap (eV) = 7.41
- E_HOMO (Eh) = -0.6641

Last column: Mulliken charge in e.
Geometry (Å):
H1 -4.4782 0.1803 -4.3895  0.23
H2 5.2876 -0.6079 -2.1052  0.30
H3 0.6351 -6.0138 -0.0164  0.42
C1 -0.1188 -0.5183 -7.4606  -0.45
H4 -2.0025 -3.4013 3.9183  0.58
H5 -0.0422 -3.2893 -7.6110  0.36
C2 -1.8772 0.2064 4.5111  2.08
N1 0.4836 4.5738 -1.2939  0.27
C3 -3.9312 1.8408 1.0285  -1.27
H6 -0.1066 -7.3345 1.8661  0.27
H7 5.4035 1.1290 4.5196  0.40
C4 1.8059 5.2892 -1.8178  -0.59
H8 -3.5057 2.1730 0.0816  0.41
C5 -0.1021 -2.9055 -5.4603  -0.92
H9 3.1526 0.6740 2.7889  0.51
H10 5.1659 3.2572 5.9582  0.36
H11 -0.0536 -5.7206 3.8956  0.49
H12 7.7217 1.1218 3.4471  0.48
H13 7.6084 0.0134 -0.7049  0.40
H14 -6.3758 0.8630 0.0444  0.10
H15 -0.6052 0.3592 -7.8866  0.59
H16 -0.3643 -0.3575 7.0520  0.22
H17 6.0929 -0.9336 1.6418  0.25
C6 -2.2034 -4.5363 1.4385  -1.29
N2 -1.2712 -1.5094 -7.3628  0.18
H18 0.6632 5.8062 3.3126  0.13
H19 -2.2479 -3.6638 0.7867  0.07
C7 1.7309 5.9905 3.1932  -1.05
H20 0.6319 -2.9392 7.1255  0.29
H21 -0.5633 -4.8089 -0.6003  0.14
O1 2.4784 4.8923 2.7956  0.36
C8 0.3598 -4.9595 -0.0407  -1.06
H22 6.0516 -4.3253 3.9424  0.38
H23 1.0923 -3.2529 3.8083  0.48
C9 -5.3003 -0.7153 -1.3269  -0.42
C10 5.9711 -3.2475 3.8010  -0.55
C11 2.4972 1.5313 2.9428  0.51
H24 -1.6483 -3.4984 -6.7005  0.41
H25 -1.9979 4.4425 5.3621  0.54
C12 -3.1752 2.3368 2.2955  -0.32
C13 2.0460 5.4039 -3.3256  -1.00
C14 -0.2625 -3.1864 6.5535  -0.71
H26 2.8993 6.0782 -3.3996  0.63
N3 -3.7126 1.8222 3.6228  0.31
H27 -0.3769 2.4521 0.4680  -0.31
H28 -4.5622 -4.3722 -1.9229  0.56
H29 -3.8039 -2.3993 -9.1248  0.35
H30 1.8181 6.2313 -1.2697  0.67
H31 -1.9425 -7.4746 2.1796  0.33
C15 5.6273 1.7461 3.6494  0.04
H32 8.2860 -0.9952 0.5381  0.32
H33 -0.7776 -3.9458 7.1418  0.36
H34 -5.4142 2.9168 3.1025  0.46
H35 -1.8075 -5.7417 3.8131  0.38
H36 3.9645 5.7302 1.6073  0.43
C16 -6.5426 0.0073 -0.6098  -0.60
H37 2.3610 2.0448 1.9910  -0.64
H38 -0.7438 -7.9366 3.2897  0.47
H39 5.2781 -4.0814 1.6572  0.37
C17 1.2864 2.1537 -2.1925  -0.29
C18 6.1030 -0.6445 0.5909  -0.10
H40 2.4269 4.4932 -3.7878  0.38
C19 -1.6754 -1.7322 -8.8561  -0.40
H41 1.6731 0.0210 -8.4337  0.42
H42 -1.6219 -0.8387 4.3360  -0.85
H43 3.9015 -2.6303 1.1825  0.04
H44 5.6951 4.0226 2.2364  0.52
H45 7.4756 -2.8043 -0.0462  0.43
H46 0.0573 -0.1924 -6.4354  0.37
C20 -2.7879 -2.7794 -9.0184  -1.20
H47 -3.0589 2.2702 5.6544  0.49
H48 2.2126 7.2545 -5.1369  0.36
H49 -4.9681 2.1183 0.8387  0.77
H50 -1.1610 0.7501 3.8949  -0.61
H51 -0.0516 3.6244 -3.1176  0.57
H52 0.5852 7.1160 -5.7901  0.26
H53 4.3293 3.1809 1.7317  0.23
H54 -3.2380 -1.7001 -6.4729  0.39
H55 -3.4950 -1.6362 -2.9336  0.44
H56 -0.9479 -2.3456 6.4473  0.20
H57 -7.3039 -1.0981 -3.3710  0.43
H58 -2.2578 -5.4181 0.8002  0.52
H59 1.1930 -4.5334 1.9686  0.42
H60 -1.1795 3.8722 1.1233  0.61
C21 -4.2459 -2.3797 -2.6663  -0.22
C22 -0.6016 0.5488 6.4948  -0.62
H61 5.4639 0.2308 0.4745  0.23
C23 -6.2587 -1.1502 -3.6760  -0.36
H62 0.9285 1.2454 -2.6772  0.14
H63 -5.6945 1.8135 4.5983  0.49
H64 -5.7277 1.1851 2.9724  0.32
H65 -4.3424 -2.7695 -3.6797  0.30
H66 -3.9355 0.7588 0.8971  0.01
H67 6.0728 4.2393 4.7700  0.47
C24 7.5170 -0.2461 0.3498  -1.51
H68 -0.7133 -1.1039 -0.5300  -0.53
H69 6.0826 -3.7770 -0.7012  0.48
H70 -4.6927 -1.1222 -0.5185  0.12
H71 -1.8007 -1.3153 0.7685  -0.27
O2 0.9861 5.9446 -4.1635  -0.30
H72 0.2618 -1.2822 -3.1283  0.25
H73 -6.7228 -3.6308 -2.5606  0.40
C25 3.0701 -0.9788 -0.0986  -0.42
C26 -2.1217 3.8463 4.4581  -1.02
C27 5.6322 -1.5434 -1.6646  -1.12
C28 1.4048 6.5526 -5.3440  -0.77
H74 2.0229 -1.2745 -0.0344  0.16
C29 -1.2050 -0.5506 0.2701  0.53
H75 -0.0133 -2.0074 4.5105  -0.08
C30 -0.9545 -7.1803 2.5335  -1.37
O3 6.7399 -2.9490 2.6095  -0.33
C31 -5.5621 0.0761 -4.3406  -1.32
H76 6.9310 -4.7613 1.5357  0.48
H77 3.7497 -3.0500 -0.4283  0.56
H78 -8.7535 1.1935 -0.1466  0.29
H79 0.4011 -3.2658 1.3316  0.39
H80 -0.5436 6.4939 -0.7366  0.38
C32 -0.8996 -5.7865 3.2115  -0.43
C33 -5.2809 1.9561 3.6000  -1.17
H81 7.4903 2.5117 4.4336  0.40
C34 -2.4763 -0.9291 -6.5890  -0.95
C35 -1.1099 -3.2919 3.3022  -0.02
C36 6.4608 -3.1664 0.1186  -0.75
H82 -0.5840 1.3996 7.1760  0.35
H83 -5.7018 0.9586 -3.7162  0.34
H84 5.3139 1.1778 2.7737  0.00
H85 -2.9055 -3.9156 -2.3489  0.42
H86 -1.2726 3.2473 4.1289  0.11
H87 -2.4071 4.5422 3.6692  0.43
H88 1.0825 -4.3736 -0.6087  0.21
O4 -7.3250 0.7160 -1.5537  -0.34
C37 -3.8185 -3.5779 -1.8585  -1.72
C38 6.3362 -3.8480 1.5389  -0.63
C39 5.1084 3.7913 5.0097  -1.06
H89 1.7650 3.6269 0.0336  0.19
C40 1.1025 -0.8700 -8.1718  -1.24
C41 -8.7452 0.8566 -1.1832  -0.72
H90 -0.7202 5.9878 -2.3212  0.34
C42 -0.4645 -2.0936 -3.1742  -0.60
H91 -3.0045 -4.5802 2.1764  0.61
H92 3.1013 -0.6833 -1.1474  0.33
C43 -3.3034 0.3705 3.9579  -0.93
H93 0.9363 -2.5810 -5.3940  0.41
H94 -6.1506 0.2495 -5.2415  0.46
C44 -0.6164 5.5747 -1.3179  -0.80
H95 1.8214 6.7429 2.4099  0.40
H96 0.1702 3.1252 1.9969  0.00
H97 -3.1875 3.4222 2.3944  0.36
H98 -2.1291 2.0700 2.4459  -0.10
C45 -6.6107 -2.8790 -1.7794  -0.97
H99 1.4345 1.7765 -1.1806  -0.18
H100 -6.2611 -1.9781 -4.3850  0.67
C46 4.0474 -2.2033 0.1903  -0.65
H101 -1.8818 -0.7969 -9.3763  0.48
H102 -0.9159 -2.2426 -9.4484  0.36
H103 -2.0303 -0.5954 -5.6521  0.35
H104 7.7097 0.6538 0.9339  0.34
H105 1.0364 5.1623 0.6398  0.63
H106 0.2135 0.6119 5.7738  0.16
H107 -2.8361 -0.0923 -7.1875  0.35
H108 -4.0845 -0.0636 4.5819  0.74
H109 2.4588 3.1855 4.3648  0.36
H110 6.6346 -1.7500 -2.0395  0.41
H111 2.6332 4.7736 -1.3300  0.38
C47 -3.2933 2.8503 4.7619  -0.50
C48 0.2860 -4.3479 1.3933  -0.55
H112 -0.7596 2.8007 -1.7476  0.59
O5 -0.0513 -3.8484 5.3507  -0.37
C49 -0.7463 -2.9104 -6.8702  -0.57
O6 -0.9424 -2.2044 -4.4733  0.06
N4 -5.6132 -1.7782 -2.3572  0.51
H113 0.9239 -1.3454 -9.1363  0.29
H114 -0.1508 -3.9470 -5.1426  0.48
H115 4.3088 5.9434 3.2278  0.58
C50 0.1537 3.2760 -2.1054  -0.71
H116 3.1968 -0.0853 0.5127  -0.17
H117 3.2715 1.9290 5.0453  0.74
C51 7.1222 2.0285 3.5285  -1.54
H118 2.1675 6.3395 4.1290  0.39
C52 -0.2118 3.3837 1.0093  -0.14
H119 -3.2425 -0.1296 2.9913  -0.02
O7 -1.8233 0.5514 5.8999  -0.46
H120 -0.0065 -3.0094 -2.8006  0.48
H121 1.7042 -1.4833 -7.5010  0.32
H122 -4.1888 3.4051 5.0417  0.40
H123 1.4886 1.2193 3.2138  -0.39
H124 2.2007 2.6077 -2.5745  0.29
O8 -0.2143 0.0331 1.0551  -0.20
N5 -0.9739 -4.5081 2.3376  0.99
C53 0.1173 -3.0590 4.2554  -0.19
H125 -1.2164 -2.4310 2.6423  -0.38
H126 -3.7034 -3.2963 -0.8118  0.44
H127 4.3965 4.6012 5.1684  0.35
C54 4.6507 3.8729 2.5101  -0.57
H128 -1.5564 5.0661 -1.1041  0.32
H129 1.7881 5.8712 -6.1035  0.30
H130 -2.7286 -3.6130 -8.3187  0.26
H131 -6.1034 -3.4106 -0.9744  0.41
H132 -4.6789 0.0461 -1.7982  0.39
H133 -7.0564 -0.7923 -0.0761  0.38
H134 4.8647 -2.2075 -2.0621  0.52
H135 -1.2674 -2.0512 -2.4382  -0.33
C55 3.1824 2.4226 4.0776  -1.05
H136 -9.2161 1.5625 -1.8673  0.28
H137 -2.4769 -3.2132 -9.9688  0.44
C56 0.8479 4.2026 0.1584  -1.44
H138 6.1378 -2.8165 4.7882  0.32
H139 -2.0224 0.1018 -0.0368  -0.25
N6 4.6330 2.9915 3.8023  0.28
C57 3.8499 5.2139 2.5604  -1.05
H140 -9.2350 -0.1172 -1.1807  0.32
N7 5.5542 -1.9041 -0.1658  0.78
H141 4.9275 -2.9775 3.6395  0.06
H142 -7.5522 -2.4411 -1.4476  0.31
H143 7.3591 2.6596 2.6719  0.39